DFT (ωB97M-V/def2-TZVPD) results for 4 unconnected molecules or ions with the total composition C28H71F3N9O8P3S at a distorted geometry.

Its charge is 0. As for the HOMO energy: -7.790 eV. For the LUMO energy, the calculation gives 0.53 eV.

Structure (XYZ):
```
123
Properties=species:S:1:pos:R:3:lowdin_charge:R:1
C 4.91105 -4.92314 0.72950 -0.065
C 5.59615 -3.60386 1.07994 -0.281
O 4.67088 -2.53849 0.99108 -0.167
C 5.28050 -1.28177 0.71090 -0.218
C 4.49717 -0.14972 1.35035 -0.175
C 3.41848 0.45691 0.46188 -0.192
C 2.21764 -0.47160 0.19841 -0.161
C 0.91688 0.07726 0.80800 -0.074
C -0.10013 -1.02466 0.75451 -0.456
O -0.45447 -1.57274 -0.25996 0.122
O -0.59721 -1.41246 1.96510 0.002
C -1.75393 -2.18658 1.86775 -0.207
S -1.37993 -3.92868 1.54931 0.774
O 0.02307 -4.16016 1.68668 -0.252
O -2.27624 -4.70060 2.36253 -0.285
C -1.83296 -4.31031 -0.23320 -0.678
F -2.64868 -3.37972 -0.73225 0.131
F -2.47196 -5.47434 -0.25796 0.136
F -0.73913 -4.39437 -0.96419 0.163
H 5.20301 -5.71196 1.41816 0.067
H 5.23954 -5.25294 -0.25662 0.066
H 3.83077 -4.82118 0.68248 0.074
H 6.44340 -3.44611 0.40939 0.111
H 5.96254 -3.65786 2.11051 0.116
H 5.35162 -1.15863 -0.37498 0.129
H 6.28870 -1.28305 1.13519 0.115
H 5.21632 0.65087 1.54222 0.090
H 4.11087 -0.43498 2.32857 0.125
H 3.85496 0.83124 -0.46312 0.110
H 3.03952 1.34124 0.98073 0.101
H 2.39586 -1.49732 0.51527 0.115
H 2.04831 -0.50001 -0.87767 0.116
H 0.49051 0.86544 0.18849 0.120
H 1.04664 0.39596 1.83971 0.127
H -2.46686 -1.82640 1.12934 0.123
H -2.24697 -2.19999 2.83511 0.126
O -8.67794 -5.80308 0.95092 -0.278
P -7.96232 -6.76202 0.08542 0.644
N -6.49988 -5.97953 -0.35074 -0.308
C -5.98419 -5.55045 -1.63075 -0.126
C -5.68800 -5.54923 0.77641 -0.118
N -9.09070 -6.96530 -1.20856 -0.291
C -8.84270 -6.76514 -2.63032 -0.135
C -10.45793 -6.56940 -0.86946 -0.147
N -7.42580 -8.37585 0.10095 -0.328
C -7.17902 -8.96845 1.41535 -0.125
C -6.48276 -8.83935 -0.88583 -0.121
H -4.98976 -5.97811 -1.81700 0.081
H -5.88827 -4.45818 -1.67771 0.088
H -6.61020 -5.85453 -2.45701 0.035
H -4.99908 -6.33521 1.11062 0.079
H -6.31176 -5.26214 1.62487 0.075
H -5.09065 -4.67705 0.50614 0.070
H -8.31148 -5.84062 -2.85650 0.059
H -9.79635 -6.69638 -3.15320 0.077
H -8.32402 -7.61277 -3.08814 0.074
H -10.63389 -5.49469 -0.99655 0.085
H -10.69686 -6.82303 0.15867 0.067
H -11.14981 -7.11757 -1.51183 0.078
H -6.21011 -8.66885 1.83915 0.077
H -7.20010 -10.05815 1.34924 0.079
H -7.95714 -8.66959 2.11923 0.079
H -5.44010 -8.67140 -0.58206 0.089
H -6.62328 -8.36864 -1.85613 0.061
H -6.63658 -9.91224 -1.02220 0.090
O -0.99086 2.94846 -0.88953 -0.279
P -1.71977 3.74944 -1.89377 0.646
N -0.84991 5.22549 -2.00888 -0.314
C -1.22592 6.58797 -1.70749 -0.130
C 0.55667 5.06861 -2.34032 -0.122
N -3.27896 3.88278 -1.16482 -0.289
C -4.01009 5.10818 -0.86720 -0.131
C -3.54080 2.87186 -0.13910 -0.144
N -2.28393 3.62397 -3.49071 -0.327
C -1.58088 2.67874 -4.35883 -0.121
C -2.71248 4.79996 -4.20606 -0.120
H -1.06611 7.24072 -2.57628 0.085
H -0.63432 6.99165 -0.87646 0.087
H -2.26747 6.68420 -1.43783 0.035
H 0.72847 5.05336 -3.42520 0.075
H 0.95775 4.14379 -1.92142 0.070
H 1.13722 5.89215 -1.92125 0.081
H -3.40325 5.87355 -0.38380 0.059
H -4.81616 4.88249 -0.16981 0.078
H -4.50230 5.52644 -1.75007 0.075
H -3.14921 3.15384 0.84565 0.085
H -3.10121 1.91607 -0.40910 0.065
H -4.61940 2.72557 -0.05996 0.080
H -0.63834 3.08617 -4.75124 0.076
H -2.21157 2.40185 -5.20568 0.081
H -1.34694 1.76302 -3.81384 0.079
H -1.88322 5.30300 -4.72268 0.088
H -3.19313 5.53290 -3.56217 0.062
H -3.44977 4.49144 -4.95038 0.091
O 5.96620 3.17341 1.67416 -0.276
P 6.57130 4.51201 1.51973 0.648
N 8.07129 4.42763 2.34986 -0.314
C 8.56549 5.13225 3.51104 -0.130
C 8.95325 3.36785 1.89029 -0.122
N 5.38026 5.51366 2.26664 -0.289
C 5.58451 6.45501 3.36064 -0.132
C 4.06087 4.88678 2.37250 -0.141
N 6.98510 5.61812 0.29576 -0.327
C 7.23685 5.05833 -1.03184 -0.124
C 7.85103 6.73383 0.58495 -0.120
H 9.51724 5.63407 3.29036 0.085
H 8.73850 4.44777 4.35052 0.087
H 7.88595 5.89832 3.85504 0.035
H 9.59771 3.69363 1.06249 0.075
H 8.38200 2.50092 1.55323 0.070
H 9.59813 3.03382 2.70459 0.081
H 6.17452 6.04963 4.18244 0.060
H 4.61836 6.71920 3.78943 0.078
H 6.01807 7.40110 3.02319 0.075
H 3.96194 4.25098 3.26017 0.086
H 3.84502 4.27409 1.50228 0.063
H 3.30385 5.67181 2.41618 0.080
H 8.24145 4.62129 -1.12315 0.077
H 7.13102 5.83175 -1.79516 0.080
H 6.51124 4.27560 -1.25838 0.078
H 8.91460 6.48013 0.47474 0.088
H 7.70843 7.12846 1.58824 0.062
H 7.61115 7.53732 -0.11498 0.091
```

=====

DFT (ωB97M-V/def2-TZVPD) results for a molecular structure, C22H24AsCdF6N2O10PTe at a distorted geometry.

Its charge is -1. Its expectation value of S² is 0.7534. As for the HOMO energy (spin up / spin down): -5.745 / -5.745 eV. The spin multiplicity is 2. For the LUMO energy (spin up / spin down), the calculation gives 1.77 / -0.01 eV.

Structure (XYZ):
```
68
Properties=species:S:1:pos:R:3:mulliken_spin:R:1
Cd 0.39339 0.91050 0.06613 -0.041
O -1.17587 4.61280 0.79567 0.000
C -0.91202 3.43298 0.62743 0.000
O 0.19774 2.85451 0.74329 0.000
C -2.11347 2.48933 0.32825 0.001
C -3.42225 2.99639 0.46864 0.000
C -4.47374 2.12796 0.42175 0.000
C -4.22162 0.74972 0.24585 -0.002
C -5.24046 -0.22568 0.27097 0.000
C -4.93665 -1.54838 0.10175 -0.001
C -3.60646 -1.94772 -0.11258 0.000
C -2.59386 -1.02858 -0.14946 0.008
C -2.87381 0.33921 0.04127 -0.008
N -1.85884 1.23317 0.06977 0.000
H -3.53818 4.05736 0.62910 0.000
H -5.49227 2.47052 0.54523 0.000
H -6.26103 0.08933 0.44578 0.000
H -5.71791 -2.29604 0.13725 0.000
H -3.38946 -2.99642 -0.24925 0.000
H -1.56194 -1.31306 -0.28977 0.004
O 2.14266 0.81007 1.53350 -0.002
C 1.97997 1.02739 2.72168 0.000
C 0.83352 0.68616 3.52712 0.001
C 0.84950 0.96226 4.88470 0.000
C -0.24119 0.68406 5.69317 0.000
C -1.41866 0.14922 5.12490 0.000
C -1.46328 -0.13533 3.79967 0.000
C -0.33472 0.07787 2.92935 0.000
O -0.38638 -0.28106 1.72897 -0.001
N -0.17644 0.94210 7.07650 0.000
O -1.16036 0.70025 7.76475 0.000
O 0.86460 1.38853 7.54167 0.000
H 2.79584 1.52705 3.28716 0.000
H 1.73105 1.39656 5.33327 0.000
H -2.26526 -0.02216 5.77360 0.000
H -2.35172 -0.54747 3.34218 0.000
C 5.01603 -1.55198 -3.51581 0.005
C 3.51953 -1.33823 -3.67289 -0.006
O 2.95964 -0.99465 -2.41479 -0.010
P 1.52757 -1.55117 -1.97293 0.085
O 1.05539 -0.76002 -0.82295 -0.074
Te -0.00683 -2.02053 -3.73270 0.958
O 1.83151 -3.07788 -1.51574 0.036
C 2.70966 -3.26847 -0.41080 0.004
C 3.63283 -4.43513 -0.72230 -0.004
H 5.45654 -1.80324 -4.47645 -0.001
H 5.21873 -2.36041 -2.81779 -0.001
H 5.47466 -0.64206 -3.13648 0.001
H 3.02634 -2.24260 -4.06305 0.020
H 3.34054 -0.50110 -4.35953 0.000
H 2.10816 -3.46808 0.48212 -0.001
H 3.28198 -2.35233 -0.23389 0.001
H 3.04709 -5.32542 -0.93678 0.000
H 4.28269 -4.62755 0.12530 0.000
H 4.24864 -4.21531 -1.59163 0.000
F 0.23540 2.49061 -2.05354 -0.003
As 1.90995 2.26106 -2.62941 -0.001
F 2.43524 3.84304 -2.15975 0.000
F 1.40175 2.94321 -4.21102 0.000
F 3.47365 1.88595 -3.34827 0.001
F 1.27332 0.72063 -3.32549 0.006
F 2.43146 1.61274 -1.12411 0.000
C -2.60579 0.75709 -3.16600 0.001
O -1.42496 0.17295 -2.66450 0.026
H -3.42253 0.07176 -2.94413 -0.001
H -2.54746 0.89428 -4.24918 -0.002
H -2.79178 1.72381 -2.68888 0.004
H -0.69936 0.78564 -2.84586 -0.004
```

=====

| no. | E (eV) |
| --- | --- |
| 1 | -106830.4451 |
| 2 | -144955.3436 |